Below is a structure of composition C26H47NO7, with properties calculated with ωB97M-V with the def2-TZVPD basis set.

Last column: Mulliken charge in e.
Atoms and positions in Å:
N1 -0.369 0.758 0.278  0.529
C1 0.509 1.119 -0.691  -0.208
C2 1.115 0.177 -1.502  0.332
C3 0.816 -1.156 -1.317  -1.353
C4 -0.029 -1.535 -0.269  -0.764
C5 -0.654 -0.560 0.510  0.232
H1 0.652 2.171 -0.888  1.349
H2 1.778 0.460 -2.307  -0.464
H3 1.306 -1.812 -2.021  0.006
H4 -0.240 -2.575 -0.070  -0.156
H5 -1.397 -0.754 1.269  -0.878
C6 -3.894 3.231 -1.511  -1.359
C7 -3.137 1.894 -1.124  0.631
O1 -3.326 0.844 -1.726  -0.492
C8 -2.147 1.869 0.069  -0.441
H6 -4.958 3.050 -1.359  0.337
H7 -3.718 3.435 -2.567  0.375
H8 -3.554 4.122 -0.982  0.368
H9 -2.691 2.384 0.861  0.589
H10 -1.279 2.453 -0.235  -0.049
H11 -1.775 0.889 0.370  -0.163
C9 -2.655 -4.309 1.970  -1.538
C10 -2.034 -3.069 1.372  1.063
O2 -1.399 -3.124 0.259  -0.602
C11 -2.161 -1.793 2.127  -0.789
H12 -2.784 -4.133 3.038  0.414
H13 -2.067 -5.187 1.706  0.358
H14 -3.620 -4.434 1.478  0.370
H15 -1.191 -1.615 2.592  0.505
H16 -2.952 -1.878 2.872  0.670
H17 -2.343 -0.984 1.420  -0.092
C12 -1.694 -0.353 5.150  -1.005
C13 -0.785 0.535 4.273  0.394
O3 -0.658 1.708 4.604  -0.605
C14 -0.053 -0.075 3.081  0.238
H18 -1.121 -1.150 5.624  0.329
H19 -2.441 -0.817 4.505  0.191
H20 -2.268 0.061 5.978  0.397
H21 -0.824 -0.363 2.366  -0.436
H22 0.542 -0.964 3.290  0.491
H23 0.559 0.756 2.731  0.167
C15 1.213 -3.496 1.451  -1.861
C16 1.820 -2.252 2.075  0.255
O4 2.087 -2.165 3.273  -0.641
C17 2.191 -1.188 1.059  0.590
H24 1.847 -3.916 0.670  0.328
H25 0.185 -3.282 1.157  0.380
H26 1.239 -4.272 2.216  0.519
H27 3.083 -0.686 1.434  0.521
H28 1.398 -0.458 0.898  -0.199
H29 2.356 -1.544 0.042  0.585
C18 3.083 1.558 -3.892  -1.287
C19 2.415 2.419 -2.774  0.775
O5 1.425 1.892 -2.163  -0.127
C20 2.895 3.858 -2.534  -1.353
H30 3.324 2.263 -4.687  0.494
H31 2.474 0.736 -4.268  0.265
H32 4.083 1.198 -3.650  0.282
H33 2.422 4.100 -1.582  0.318
H34 2.461 4.489 -3.309  0.473
H35 3.982 3.785 -2.498  0.410
C21 3.754 0.237 -0.730  -0.611
C22 3.926 1.728 -0.576  0.892
O6 4.851 2.318 -1.081  -0.611
C23 2.863 2.446 0.195  -0.749
H36 3.548 -0.255 0.220  -0.234
H37 4.711 -0.160 -1.070  0.492
H38 2.934 -0.028 -1.396  -0.099
H39 1.992 2.569 -0.448  -0.615
H40 3.329 3.375 0.524  0.518
H41 2.667 1.751 1.012  0.453
C24 -1.434 0.305 -3.110  -0.096
C25 -1.867 -1.099 -2.716  0.755
O7 -1.275 -2.052 -3.171  -0.637
C26 -3.007 -1.330 -1.761  -1.053
H42 -2.262 0.983 -2.902  0.353
H43 -1.146 0.444 -4.152  0.433
H44 -0.659 0.620 -2.412  -0.005
H45 -3.903 -0.839 -2.141  0.566
H46 -2.818 -0.942 -0.760  0.187
H47 -3.252 -2.388 -1.667  0.391

The maximum force is 0.3342 hartree/bohr. The value obtained for the highest occupied orbital energy is -0.2940 Eh. For the orbital gap, the calculation gives 8.047 eV. The LUMO energy comes out at 0.045 eV. For the energy above the lowest of the compared OMol25 structures with the same formula, charge and spin, the calculation gives 19.759 eV.